Below is a 14-piece molecular cluster, C19H51N13O30S overall, with properties calculated with ωB97M-V with the def2-TZVPD basis set.

Geometry as XYZ:
```
114
Properties=species:S:1:pos:R:3
S 1.96 8.20 3.51
O 3.62 1.16 -1.82
O -4.70 0.12 -3.73
O 5.55 -1.51 0.43
O -4.23 -5.75 -0.96
O -3.41 -0.94 2.25
O -3.27 -1.49 -3.88
O 1.05 6.90 3.41
O 2.01 -8.94 -5.17
O 1.78 4.88 -1.41
O 2.23 -0.12 -2.85
O 1.72 6.37 0.13
O -5.71 2.66 -0.34
O -5.68 -5.09 -4.28
O 3.28 7.89 3.05
O -1.21 4.20 2.91
O -0.92 -5.89 -1.84
O -2.85 -4.40 -0.01
O -3.59 2.29 -0.49
O 2.98 -4.06 -2.22
O 4.08 -2.73 1.43
O -4.77 -6.40 -5.73
O 4.14 3.83 3.93
O 0.71 -5.05 -0.73
O 1.23 9.23 2.85
O 3.44 -5.54 -3.72
O 0.36 -1.92 1.71
O 0.77 -9.50 -3.51
O -3.95 0.97 3.09
O -0.14 3.23 1.33
O 0.77 -0.07 0.69
N 0.66 -1.29 0.72
N -3.14 0.18 2.62
N 2.82 0.93 -2.70
N 2.21 5.41 -0.40
N -4.74 1.92 -0.39
N -0.27 -5.76 -0.82
N 3.68 -4.92 -2.70
N 4.64 -1.67 1.21
N -0.79 4.15 1.77
N -5.38 -6.19 -4.70
N -3.61 -4.71 -0.90
N 1.15 -8.71 -4.35
N -4.28 -0.91 -4.23
C 0.93 -2.03 -0.53
C -1.04 5.33 0.90
C 2.55 2.02 -3.67
C 0.50 -7.37 -4.35
C -5.78 -7.35 -3.87
C 1.93 4.76 4.28
C 2.01 7.44 6.23
C 4.95 -5.25 -2.00
C -5.04 -1.50 -5.36
C 3.40 5.06 4.05
C 4.17 -0.48 1.97
C -5.00 0.46 -0.30
C 2.08 8.62 5.25
C -1.74 0.63 2.44
C 0.93 5.91 4.47
C 0.84 6.54 5.85
C 3.41 4.79 0.22
C -3.78 -3.73 -2.01
C -0.69 -6.51 0.39
H 3.03 9.14 5.30
H -0.58 6.18 1.38
H 1.27 9.32 5.45
H 5.76 -5.07 -2.69
H -5.32 -2.51 -5.07
H 5.02 -4.63 -1.12
H 1.74 -2.72 -0.33
H -1.64 1.65 2.80
H 1.80 4.06 5.12
H 5.02 -0.08 2.52
H 3.49 2.27 -4.15
H 1.59 4.22 3.39
H -5.65 0.19 -1.12
H -5.44 -8.26 -4.36
H 3.54 5.57 3.11
H -1.10 -0.06 2.98
H 2.96 6.90 6.30
H -0.56 -7.53 -4.51
H 1.22 -1.29 -1.27
H -6.86 -7.32 -3.77
H -0.88 -5.77 1.17
H -5.90 -0.88 -5.56
H 0.13 -7.16 0.66
H -2.80 -3.56 -2.45
H -4.05 -0.05 -0.36
H -0.08 7.11 5.93
H 1.82 7.86 7.22
H 3.37 -0.78 2.63
H 3.93 3.28 4.69
H -0.04 5.45 4.29
H 4.90 -6.31 -1.74
H 3.15 3.76 0.47
H -4.36 -1.54 -6.21
H 0.75 5.71 6.57
H -0.60 5.13 -0.06
H 0.03 -2.57 -0.80
H -5.31 -7.21 -2.89
H 4.21 4.81 -0.51
H 3.66 5.37 1.11
H -2.12 5.46 0.83
H 3.83 0.25 1.23
H 2.18 2.87 -3.10
H -4.48 -4.14 -2.72
H 1.82 1.67 -4.39
H -4.15 -2.81 -1.57
H 0.67 -6.93 -3.38
H -5.48 0.28 0.66
H -1.53 0.57 1.37
H -1.59 -7.06 0.14
H 0.94 -6.78 -5.14
H 3.85 5.66 4.85
```

Output
Electronic energy ... -112125.54536 eV
Highest occupied orbital energy ... -10.6 eV
Molar mass ... 973.75 g mol⁻¹
Total charge ... 0
Maximum force ... 0.70 eV/A
LUMO ... -0.2 eV

***

Below is a 10-piece molecular cluster, C19H52F6N4O23PS5 overall at a distorted geometry, with properties calculated with ωB97M-V with the def2-TZVPD basis set.

Geometry as XYZ:
```
110
Properties=species:S:1:pos:R:3
S 4.23 6.61 -0.81
S 4.37 -1.01 -7.03
S -1.50 8.57 5.93
S -6.72 -3.41 6.26
S -4.24 4.76 -3.73
P -0.22 -1.51 0.63
F 0.89 -0.49 1.42
F -1.12 -1.54 2.02
F 0.59 -1.62 -0.77
F 0.69 -2.83 1.13
F -1.34 -2.48 0.00
F -1.13 -0.23 0.09
O -2.56 9.56 5.83
O 7.15 -0.25 7.38
O -3.96 5.48 -4.99
O 3.48 -2.34 -7.52
O 8.01 -4.47 0.54
O 5.81 -2.00 7.74
O -4.68 3.16 -4.01
O -7.64 -3.81 4.94
O -1.59 7.56 7.00
O -4.22 -9.80 0.78
O 3.25 6.68 0.23
O 5.22 -1.34 -5.93
O 6.61 -6.14 0.28
O -5.20 5.33 -2.78
O 4.01 6.22 -2.23
O 5.31 5.53 -0.22
O -5.50 -4.14 6.08
O -7.52 -3.53 7.46
O -1.93 -8.16 -5.29
O -2.68 -9.61 2.27
O 4.88 -0.35 -8.17
O -0.47 -8.06 -3.71
O -1.34 7.78 4.46
N -3.41 -9.16 1.40
N -1.16 -7.55 -4.57
N 7.05 -5.03 0.04
N 6.11 -0.92 7.22
C 5.21 -0.29 6.23
C -2.12 6.57 4.24
C -4.22 0.86 -4.56
C -3.30 -7.72 1.02
C -2.58 4.63 -2.96
C 3.01 0.00 -6.37
C 5.32 8.05 -0.81
C -3.72 2.36 -4.63
C 6.35 -4.27 -0.96
C 0.17 9.33 5.99
C -8.83 -5.29 3.79
C 5.99 3.36 0.53
C 4.23 -3.52 -7.88
C -1.33 5.39 4.70
C 5.07 4.17 -0.46
C 3.59 -4.20 -9.06
C -8.58 -4.79 5.18
C -0.87 -6.20 -5.04
C -6.43 -1.61 5.84
H 0.12 10.38 6.30
H -5.02 0.54 -5.22
H -2.31 -7.46 0.65
H -9.52 -4.37 5.53
H 5.29 -0.59 5.18
H -3.54 -6.93 1.73
H 6.35 7.89 -1.11
H 3.65 -3.61 -9.97
H 3.25 0.92 -5.85
H 7.02 3.42 0.17
H 5.62 2.34 0.57
H -5.51 -1.33 6.35
H -2.27 6.55 3.16
H 4.01 3.95 -0.29
H -1.74 4.44 4.34
H 5.28 -3.31 -8.10
H -0.31 5.47 4.33
H 0.70 8.88 6.83
H -7.26 -0.93 6.04
H -9.72 -5.92 3.82
H -8.24 -5.58 5.86
H -1.83 4.39 -3.71
H 5.35 -4.18 -0.56
H -3.93 -7.62 0.13
H -7.94 -5.75 3.34
H 0.67 9.38 5.02
H 4.10 -4.21 -7.04
H 0.06 -5.83 -4.59
H -1.72 -5.62 -4.68
H 6.81 -3.29 -1.10
H -2.61 3.83 -2.21
H 6.14 -4.92 -1.81
H 4.10 -5.15 -9.12
H -4.67 0.59 -3.60
H 5.22 8.38 0.23
H -3.40 0.14 -4.60
H 2.24 -0.56 -5.82
H 5.13 3.92 -1.52
H -3.57 2.79 -5.62
H -2.77 2.45 -4.11
H 4.20 -0.49 6.60
H 2.58 -4.40 -8.69
H -9.18 -4.41 3.26
H 4.88 8.85 -1.40
H -2.36 5.61 -2.52
H 5.35 0.78 6.33
H -3.13 6.54 4.67
H -6.39 -1.68 4.76
H 2.45 0.28 -7.26
H 5.93 3.88 1.49
H -1.13 5.45 5.77
H -0.95 -6.18 -6.12
```

Output
Electronic energy ... -153360.31629 eV
Relative energy (zero: lowest compared OMol25 entry of this formula, charge and spin) ... 1.198 eV
Highest occupied orbital energy ... -9.0 eV
Molar mass ... 1009.93 g mol⁻¹
Total charge ... -1
Maximum force ... 4.15 eV/A
LUMO ... 1.4 eV